Entry 1:
Below is 2 unconnected molecules or ions with the total composition C9H14 in a non-equilibrium geometry, with properties calculated with ωB97M-V/def2-TZVPD.

Results
* E_tot: -9558.576 eV
* structure (SMILES): Cc1ccccc1.CC
* orbital gap: 10.129 eV
* F_max: 4.638 eV/Å

Geometry as ORCA input:
```
! RIJCOSX wB97M-V def2-TZVPD def2/J DEFGRID3
* xyz 0 1
C -0.9537 3.7821 -0.5084
C -0.1643 2.5618 -0.4163
C -0.2870 1.8440 0.7577
C 0.4536 0.6956 0.8673
C 1.2701 0.2665 -0.1796
C 1.3502 0.9137 -1.3878
C 0.6732 2.1449 -1.3525
H -0.5624 4.4908 -1.3145
H -0.8349 4.4934 0.3443
H -2.0542 3.6340 -0.6029
H -0.8467 2.1075 1.6443
H 0.5261 0.1163 1.7182
H 1.8394 -0.6846 -0.0546
H 2.2426 0.7968 -2.0661
H 0.9512 2.7851 -2.1848
C -0.7402 -4.4223 0.4062
C -0.1385 -3.0404 0.8164
H -1.7541 -4.6233 0.6242
H -0.5126 -4.3987 -0.7156
H -0.3048 -5.3728 0.7764
H 0.4859 -3.0939 1.7076
H 0.4303 -2.5484 -0.0277
H -1.0693 -2.4480 1.1482
*
```



Entry 2:
Below is a molecular structure, C2H5N7O4 in a non-equilibrium geometry, with properties calculated with ωB97M-V/def2-TZVPD.

Results
* E_tot: -20766.840 eV
* orbital gap: 9.133 eV
* F_max: 4.674 eV/Å

Geometry as ORCA input:
```
! RIJCOSX wB97M-V def2-TZVPD def2/J DEFGRID3
* xyz 0 1
C -0.7250 -0.4926 0.1162
C 0.3862 0.5367 -0.1287
N -0.4362 -1.3886 -1.5515
N 0.4720 -0.8145 -2.0533
N 0.9367 0.2359 -1.5107
N -2.0560 -0.0579 0.2623
N 0.1124 1.9470 -0.0064
N -0.2666 -1.6245 0.8984
N 1.5466 0.3944 0.8868
O -1.1516 -2.2273 1.4322
O 1.2940 0.5645 2.0194
O 0.8751 -1.9604 0.9232
O 2.6504 0.3641 0.4851
H 1.8598 0.5822 -1.6998
H -2.5951 -0.0662 -0.5624
H -2.3255 -0.7210 1.0482
H -0.9240 2.2233 0.2713
H 0.3466 2.5051 -0.8303
*
```



Entry 3:
Below is C4H3N in the gas phase in a non-equilibrium geometry, with properties calculated with ωB97M-V/def2-TZVPD.

Results
* E_tot: -5683.068 eV
* structure (SMILES): N#CC1C=C1
* orbital gap: 11.598 eV
* F_max: 4.534 eV/Å

Geometry as ORCA input:
```
! RIJCOSX wB97M-V def2-TZVPD def2/J DEFGRID3
* xyz 0 1
N 2.6398 -0.0324 0.1212
C 1.5251 0.0692 -0.1278
C 0.1479 0.1560 -0.4432
C -0.9077 0.5242 0.5555
C -0.8717 -0.7291 0.2224
H -0.0114 0.4171 -1.7129
H -1.3056 1.3268 1.1229
H -1.2163 -1.7318 0.2619
*
```



Entry 4:
Below is C4H5NO3 in the gas phase in a non-equilibrium geometry, with properties calculated with ωB97M-V/def2-TZVPD.

Results
* E_tot: -11857.957 eV
* structure (SMILES): Cn1c(O)coc1=O
* orbital gap: 8.827 eV
* F_max: 8.720 eV/Å

Geometry as ORCA input:
```
! RIJCOSX wB97M-V def2-TZVPD def2/J DEFGRID3
* xyz 0 1
C -0.1355 1.9109 0.0244
N -0.0376 0.5331 0.1721
C -0.9584 -0.3803 0.0459
O -2.2705 0.0309 -0.1363
C -0.4210 -1.5802 -0.0210
O 0.9383 -1.4714 0.1442
C 1.0712 -0.0965 -0.0611
O 2.1614 0.4949 -0.1447
H -0.1942 2.4725 1.0929
H 0.8956 2.2471 -0.6181
H -1.3516 1.7632 -0.4852
H -2.2750 0.9037 0.2001
H -0.7814 -2.6769 -0.2292
*
```



Entry 5:
Below is C15H25NO3 in the gas phase, with properties calculated with ωB97M-V/def2-TZVPD.

Results
* E_tot: -23592.012 eV
* structure (SMILES): CCOc1cccc(OCCCNCCCOC)c1
* orbital gap: 9.070 eV
* F_max: 0.601 eV/Å

Geometry as ORCA input:
```
! RIJCOSX wB97M-V def2-TZVPD def2/J DEFGRID3
* xyz 0 1
C 6.3847 -1.4881 0.3346
C 5.7232 -0.7221 1.4769
O 4.6081 -1.4020 2.0158
C 3.4271 -1.4112 1.3401
C 2.4176 -2.1940 1.9083
C 1.1808 -2.2584 1.3084
C 0.9066 -1.5563 0.1436
C 1.9024 -0.7730 -0.4226
O 1.7888 -0.0422 -1.5700
C 0.5435 0.0385 -2.2289
C -0.4334 0.9877 -1.5348
C -1.7598 1.0800 -2.3050
N -2.7342 2.0000 -1.7610
C -3.3062 1.6199 -0.4825
C -4.4628 2.5542 -0.1332
C -5.2439 2.0461 1.0829
O -5.7678 0.7471 0.9380
C -6.8373 0.6438 0.0308
C 3.1607 -0.7047 0.1788
H 5.6993 -1.6053 -0.5009
H 7.2675 -0.9523 -0.0039
H 6.6800 -2.4765 0.6776
H 6.4188 -0.6365 2.3169
H 5.4431 0.2891 1.1573
H 2.6333 -2.7353 2.8148
H 0.4047 -2.8658 1.7498
H -0.0723 -1.6374 -0.2999
H 0.0972 -0.9570 -2.3448
H 0.7850 0.4215 -3.2251
H 0.0251 1.9780 -1.4720
H -0.6166 0.6389 -0.5169
H -1.5533 1.3968 -3.3324
H -2.2275 0.0916 -2.3457
H -2.3325 2.9309 -1.6952
H -3.6910 0.6011 -0.5809
H -2.5781 1.6257 0.3458
H -5.1199 2.6356 -0.9998
H -4.0845 3.5527 0.0938
H -4.5763 1.9802 1.9466
H -6.0545 2.7541 1.3169
H -6.5163 0.7981 -1.0049
H -7.2286 -0.3667 0.1351
H -7.6283 1.3658 0.2689
H 3.8957 -0.0819 -0.3038
*
```



Entry 6:
Below is a molecular structure, C14H21CdF4NOSSi, with properties calculated with ωB97M-V/def2-TZVPD.

Results
* E_tot: -52544.626 eV
* orbital gap: 7.566 eV
* F_max: 0.294 eV/Å

Geometry as ORCA input:
```
! RIJCOSX wB97M-V def2-TZVPD def2/J DEFGRID3
* xyz 0 1
Cd 1.4112 -0.4495 -1.6822
C 2.8344 -1.3768 2.3722
Si 1.2290 -1.3280 1.4219
C 1.1863 -2.8267 0.2863
C -0.1826 -1.4969 2.6418
N 1.0862 0.0292 0.3764
C 1.0768 1.3548 0.7392
C 1.1495 1.8254 2.0656
C 1.1298 3.1749 2.3794
C 1.0316 4.1398 1.3869
C 0.9458 3.7232 0.0638
C 0.9632 2.3789 -0.2130
F 0.8583 2.0117 -1.5415
H 2.9228 -2.3056 2.9428
H 2.9147 -0.5441 3.0745
H 3.6819 -1.3154 1.6853
H 1.0796 -3.7456 0.8696
H 2.1145 -2.9230 -0.2871
H 0.3449 -2.8011 -0.4158
H -0.0232 -2.3786 3.2696
H -1.1436 -1.6134 2.1336
H -0.2577 -0.6289 3.3010
H 1.2315 1.0952 2.8615
H 1.1965 3.4767 3.4172
H 1.0267 5.1931 1.6303
H 0.8710 4.4272 -0.7553
F 4.0342 0.5690 -2.4692
C 3.3299 -0.5813 -2.6778
F 4.1045 -1.5746 -2.1450
F 3.3662 -0.7850 -4.0240
O -0.7704 -0.7750 -2.2126
S -1.6845 -0.5177 -1.0076
C -2.6855 0.9305 -1.4762
C -4.1417 0.4837 -1.5754
C -4.1042 -0.9487 -2.1017
C -3.0751 -1.6597 -1.2333
H -2.2695 1.2174 -2.4431
H -2.5008 1.7249 -0.7553
H -4.7078 1.1512 -2.2243
H -4.6102 0.5061 -0.5891
H -3.7749 -0.9578 -3.1428
H -5.0774 -1.4360 -2.0513
H -2.6531 -2.5677 -1.6612
H -3.4585 -1.8757 -0.2339
*
```



Entry 7:
Below is a molecular structure, C29H24FN3O3SbSe4Tc in a non-equilibrium geometry, with properties calculated with ωB97M-V/def2-TZVPD.

Results
* E_tot: -313901.760 eV
* orbital gap (spin up / spin down): 5.528 / 5.545 eV
* F_max: 1.455 eV/Å

Geometry as ORCA input:
```
! RIJCOSX wB97M-V def2-TZVPD def2/J DEFGRID3
* xyz 2 1
Tc -0.5364 1.8406 0.2660
N -1.1669 1.6032 2.4151
C -0.3981 2.5587 3.2116
C -0.5126 2.6145 4.5686
C 0.2601 3.5207 5.3262
C 1.1422 4.3493 4.6977
C 1.2718 4.3186 3.2891
C 2.1682 5.1605 2.5901
C 2.2444 5.0980 1.2322
C 1.4111 4.2011 0.5468
N 0.5557 3.4096 1.1676
C 0.4855 3.4288 2.5420
H -2.1532 1.6676 2.6566
H -0.8718 0.6537 2.6346
H -1.2017 1.9445 5.0726
H 0.1529 3.5446 6.4025
H 1.7508 5.0447 5.2637
H 2.7909 5.8480 3.1508
H 2.9253 5.7204 0.6692
H 1.4450 4.1256 -0.5298
C 2.3740 -4.9774 -1.8773
C 1.7309 -4.9693 -0.4985
C 0.8394 -6.1656 -0.2216
C -0.3445 -6.1851 -1.1742
C -1.0698 -4.8621 -1.1504
C -2.3879 -4.7769 -1.5301
C -3.0609 -3.5574 -1.4869
F -4.3378 -3.5287 -1.8683
C -2.4616 -2.4112 -1.0590
C -1.1199 -2.4684 -0.6621
C -0.4518 -1.2669 -0.1982
O -1.1373 -0.1878 -0.1670
C 0.8896 -1.3885 0.1817
C 1.5193 -2.6241 0.0949
N 0.9226 -3.7152 -0.3323
C -0.4265 -3.6838 -0.7189
C 1.6805 -0.2665 0.6832
O 2.7708 -0.3416 1.1444
O 1.0408 0.9605 0.6693
H 2.9233 -5.9080 -2.0201
H 3.0775 -4.1509 -1.9845
H 1.6284 -4.8925 -2.6692
H 2.5029 -4.9116 0.2655
H 0.4867 -6.1230 0.8115
H 1.4346 -7.0710 -0.3241
H -1.0387 -6.9806 -0.9061
H -0.0115 -6.3991 -2.1924
H -2.9213 -5.6615 -1.8606
H -3.0092 -1.4817 -1.0259
H 2.5615 -2.7084 0.3796
Se -5.2215 2.1521 2.6968
Sb -5.0924 3.2354 0.6722
Se -2.2552 3.7065 0.3710
Se -2.9368 1.6615 -0.7430
Se -3.3414 1.8921 -2.8558
C 0.5811 2.8696 -4.3278
C 0.6115 1.5841 -3.8105
C 0.1781 1.3407 -2.5101
C -0.2180 2.4069 -1.6947
C -0.2646 3.6945 -2.2292
C 0.1327 3.9238 -3.5365
H 0.8868 3.0505 -5.3504
H 0.9464 0.7570 -4.4242
H 0.1790 0.3231 -2.1467
H -0.6368 4.5269 -1.6442
H 0.0840 4.9268 -3.9429
*
```



Entry 8:
Below is a molecular structure, C37H37GeO2 in a non-equilibrium geometry, with properties calculated with ωB97M-V/def2-TZVPD.

Results
* E_tot: -99572.300 eV
* orbital gap: 5.486 eV
* F_max: 2.845 eV/Å

Geometry as ORCA input:
```
! RIJCOSX wB97M-V def2-TZVPD def2/J DEFGRID3
* xyz 1 1
C -1.6766 1.1680 -0.8581
C -0.6836 0.0773 -0.6640
C -1.1040 -1.1508 -0.4004
C 0.7706 0.3690 -0.8063
Ge 1.2732 0.7294 -2.6989
C -0.1533 0.1359 -3.8622
C -0.8578 1.0391 -4.6265
C -1.8981 0.6036 -5.4245
C -2.2276 -0.7376 -5.4492
C -1.5178 -1.6427 -4.6848
C -0.4791 -1.2007 -3.8889
C 1.6644 2.5971 -3.0672
C 2.5202 2.8789 -4.1090
C 2.8222 4.1895 -4.4262
C 2.2556 5.2174 -3.6992
C 1.3915 4.9364 -2.6595
C 1.0975 3.6236 -2.3450
C 2.8703 -0.2795 -3.1048
C 2.9659 -1.0428 -4.2467
C 4.1214 -1.7551 -4.5041
C 5.1776 -1.6928 -3.6162
C 5.0849 -0.9156 -2.4786
C 3.9270 -0.2063 -2.2261
H -1.1916 2.1089 -1.1160
H -2.3703 0.9220 -1.6649
H -2.2570 1.3288 0.0524
H -0.4190 -1.9667 -0.2850
H -2.1493 -1.3637 -0.2998
H 1.0708 1.2189 -0.1931
H 1.3623 -0.4875 -0.4781
H -0.5852 2.0797 -4.5931
H -2.4498 1.3080 -6.0259
H -3.0420 -1.0792 -6.0665
H -1.7721 -2.6898 -4.7080
H 0.0840 -1.8893 -3.2824
H 2.9470 2.0636 -4.6675
H 3.4973 4.4062 -5.2380
H 2.4894 6.2403 -3.9448
H 0.9460 5.7407 -2.0968
H 0.4306 3.3951 -1.5335
H 2.1319 -1.0773 -4.9262
H 4.1953 -2.3610 -5.3924
H 6.0762 -2.2547 -3.8098
H 5.9104 -0.8632 -1.7879
H 3.8375 0.4117 -1.3488
C -1.8434 -6.4929 5.6005
O -1.2769 -6.1817 4.3494
C -0.9871 -4.8381 4.1494
C -0.4000 -4.4829 2.9246
C -0.0972 -3.1846 2.6377
C -0.4018 -2.1440 3.5404
C -0.0835 -0.8103 3.1665
C -0.6891 0.3949 3.5952
C -0.0790 1.6219 3.2554
C -0.6717 2.8145 3.5554
C -1.9137 2.8616 4.2109
O -2.4500 4.1095 4.5047
C -3.6004 4.0866 5.3217
C -2.5347 1.6442 4.5385
C -1.9398 0.4482 4.2498
C -0.9693 -2.5082 4.7842
C -1.2449 -3.8155 5.0789
H -2.0068 -7.5708 5.6308
H -1.1555 -6.2155 6.4008
H -2.8012 -5.9834 5.7206
H -0.2221 -5.2589 2.2025
H 0.3472 -2.9320 1.6929
H 0.6763 -0.7049 2.4086
H 0.8799 1.6038 2.7698
H -0.1904 3.7444 3.3098
H -3.8775 5.1166 5.5489
H -4.4302 3.6080 4.7986
H -3.3831 3.5659 6.2561
H -3.5011 1.6545 5.0102
H -2.4497 -0.4715 4.4756
H -1.1255 -1.7459 5.5275
H -1.6652 -4.0661 6.0367
*
```



Entry 9:
Below is a molecular structure, C27H27Cl4F8Li2MgN7O6 in a non-equilibrium geometry, with properties calculated with ωB97M-V/def2-TZVPD.

Results
* E_tot: -128794.619 eV
* orbital gap: 1.495 eV
* F_max: 12.067 eV/Å

Geometry as ORCA input:
```
! RIJCOSX wB97M-V def2-TZVPD def2/J DEFGRID3
* xyz 2 1
C 6.3785 -1.0593 2.0640
C 5.3827 -2.3210 1.7400
N 5.6187 -3.5502 2.3209
C 4.1246 -2.1552 0.6852
C 3.2884 -0.7534 0.8378
C 2.4518 -0.5479 -0.5918
N 1.6440 -0.4380 -1.5938
C 2.2682 -0.6881 2.1220
C 1.4579 0.7698 1.9949
N 0.7763 1.8554 1.6898
N 2.9468 -0.6591 3.4753
C 2.0912 -0.1628 4.4549
O 1.0617 0.0790 5.3014
C 1.1440 -1.9188 1.9771
C 1.5337 -3.3243 2.7177
C 0.4386 -4.5760 2.5413
C -0.9367 -4.2470 1.6550
C -1.0480 -2.7386 1.0263
N -0.0829 -1.5969 1.1749
H 6.0857 -0.0476 1.5545
H 7.4540 -1.3636 1.6511
H 6.4632 -0.9453 3.2278
H 4.9163 -4.2603 2.0069
H 4.6205 -2.1333 -0.4006
H 3.4459 -3.1302 0.6868
H 4.0098 0.1657 0.9256
H 2.5252 -3.5088 3.3173
H 0.6186 -5.6551 3.0186
H -1.7847 -5.0261 1.4374
H -2.0224 -2.5221 0.3698
Li 0.7776 2.3333 -0.6052
C -2.1998 -0.3742 5.8100
C -3.1242 -1.5175 5.4245
N -3.8911 -2.4660 5.1047
H -2.0950 -0.3300 6.8975
H -1.2134 -0.5256 5.3631
H -2.6108 0.5741 5.4530
C -0.8684 5.4683 0.9222
C -1.6814 6.5165 0.4921
C -2.8066 6.8767 1.2331
C -3.1135 6.1942 2.4106
C -2.2983 5.1483 2.8426
C -1.1783 4.7822 2.0967
H 0.0065 5.1857 0.3426
H -1.4383 7.0528 -0.4218
H -3.4436 7.6891 0.8942
H -3.9876 6.4779 2.9908
H -2.5367 4.6176 3.7611
H -0.5466 3.9637 2.4306
Cl 3.3124 -4.7470 1.7044
C -5.3071 0.2793 -3.4405
C -4.1204 1.2169 -3.1661
C -2.7587 0.5344 -3.1288
F -2.6738 -0.3916 -2.1478
F -1.7756 1.4417 -2.8803
F -4.3584 1.9139 -2.0229
F -4.1033 2.1494 -4.1701
O -6.0388 -0.1618 -2.2938
C -5.4978 -1.2990 -1.6235
C -5.0462 -0.9861 -0.1921
F -4.0944 -0.0175 -0.1697
F -4.4980 -2.0803 0.3997
F -4.5140 -1.8381 -2.3825
F -6.4970 -2.2223 -1.5983
H -6.0374 0.8618 -4.0165
H -5.0406 -0.5530 -4.1033
H -2.5294 0.0524 -4.0836
H -5.8856 -0.6468 0.4202
Li 1.4030 2.3435 5.9732
C 0.5049 -0.4627 -5.9471
Cl -1.1825 0.0093 -6.2107
Cl 1.4247 -0.3535 -7.4575
Cl 1.2450 0.5476 -4.6937
H 0.5229 -1.5014 -5.6073
N 2.6030 -2.5535 -10.4306
O 1.5950 -3.2524 -10.6269
O 3.7201 -3.0879 -10.3337
O 2.4938 -1.3202 -10.3311
O 6.9714 1.6186 0.7146
H 6.4598 2.4050 0.4722
H 7.8778 1.8391 0.4523
Mg 3.2030 -0.9458 -3.9092
*
```



Entry 10:
Below is a gas-phase ion, C4H12N2P (charge +1) in a non-equilibrium geometry, with properties calculated with ωB97M-V/def2-TZVPD.

Results
* E_tot: -16602.104 eV
* structure (SMILES): C=NPC[NH+](C)C
* orbital gap: 10.125 eV
* F_max: 5.024 eV/Å

Geometry as ORCA input:
```
! RIJCOSX wB97M-V def2-TZVPD def2/J DEFGRID3
* xyz 1 1
C -2.7643 -0.2853 -1.2103
N -1.7654 -0.4683 -0.4506
P -1.2604 -1.7948 0.5292
C 0.8101 -1.1038 0.3908
N 0.5974 0.3001 0.2418
C 0.7623 0.9957 1.6135
C 1.4548 0.9774 -0.7738
H -2.8039 0.6278 -1.7145
H -3.4471 -0.9890 -1.2554
H -1.2902 -2.5663 -0.5046
H 1.5535 -1.2871 1.1308
H 1.1101 -1.5493 -0.5696
H -0.4319 0.4468 -0.2092
H 1.8316 0.7245 1.9484
H 0.3847 1.9192 1.4771
H 0.1898 0.5223 2.3754
H 2.4589 1.3485 -0.4208
H 1.6036 0.2666 -1.6203
H 1.0065 1.9151 -0.9783
*
```



Entry 11:
Below is a molecular structure, C19H19MnN4O2S in a non-equilibrium geometry, with properties calculated with ωB97M-V/def2-TZVPD.

Results
* E_tot: -72205.539 eV
* orbital gap (spin up / spin down): 6.282 / 6.267 eV
* F_max: 1.239 eV/Å

Geometry as ORCA input:
```
! RIJCOSX wB97M-V def2-TZVPD def2/J DEFGRID3
* xyz 2 5
Mn -0.9538 0.5499 0.0261
C -1.9951 2.1124 -1.5081
O -1.1500 2.4818 -0.3833
C 0.1273 3.0383 -0.7393
C 0.2195 4.3427 -1.1581
C 1.4872 4.7988 -1.4997
C 2.5896 3.9576 -1.4041
C 2.4572 2.6501 -0.9529
C 1.1985 2.1885 -0.6185
N 1.0148 0.8635 -0.0320
N 0.7090 -0.0676 -0.9352
C 0.8492 -1.4267 -0.6209
C -0.3571 -2.0616 -0.1785
O -1.3765 -1.2729 0.0419
C -0.4049 -3.4474 0.0401
C 0.7387 -4.1604 -0.1545
C 1.9781 -3.5490 -0.5682
C 3.1253 -4.3036 -0.7281
C 4.3185 -3.7003 -1.1369
C 4.3685 -2.3349 -1.4012
C 3.2351 -1.5592 -1.2530
C 2.0300 -2.1510 -0.8181
H -2.9813 2.5515 -1.4055
H -2.1382 1.0053 -1.4877
H -1.5301 2.3532 -2.4586
H -0.6539 4.9790 -1.2179
H 1.6128 5.8196 -1.8339
H 3.5704 4.3286 -1.6691
H 3.3210 2.0089 -0.8371
H -1.3261 -3.9152 0.3565
H 0.7315 -5.2319 0.0068
H 3.0964 -5.3691 -0.5367
H 5.2077 -4.3050 -1.2587
H 5.2939 -1.8837 -1.7319
H 3.2609 -0.5036 -1.4880
C -4.7779 -0.8967 3.1074
N -3.3608 -0.6262 2.8609
C -2.8511 0.5629 2.6355
N -3.6478 1.6305 2.6377
S -1.1249 0.7543 2.3650
H -4.9128 -1.9709 3.1744
H -5.3892 -0.5161 2.2887
H -5.0937 -0.4520 4.0520
H -2.7085 -1.3924 2.8230
H -4.5971 1.5821 2.9781
H -3.2103 2.5378 2.6216
*
```



Entry 12:
Below is C4H4OS in the gas phase, with properties calculated with ωB97M-V/def2-TZVPD.

Results
* E_tot: -17095.145 eV
* structure (SMILES): O=C1CC=CS1
* orbital gap: 9.719 eV
* F_max: 0.441 eV/Å

Geometry as ORCA input:
```
! RIJCOSX wB97M-V def2-TZVPD def2/J DEFGRID3
* xyz 0 1
O 1.7112 1.8948 -0.2720
C 0.8454 1.1133 -0.0034
C 0.5973 -0.2288 -0.6914
C -0.5965 -0.8638 -0.0496
C -1.1663 -0.1623 0.9264
S -0.3699 1.3730 1.2856
H 0.4715 -0.0407 -1.7660
H 1.5146 -0.8130 -0.5698
H -0.9763 -1.8227 -0.3647
H -2.0310 -0.4495 1.5050
*
```